No. 1
56
Properties=species:S:1:pos:R:3:forces:R:3:mulliken_spin:R:1 method="wB97M-V/def2-TZVPD" spin_multiplicity=3 relative_energy_ev=0.0000 charge=+2
Mo 0.6209 -0.9758 0.0682 -0.38 -0.54 -0.09 2.126
S -0.5694 -3.1037 3.7947 -0.13 -0.08 0.20 0.028
N -0.5813 0.3252 -0.3059 0.16 0.00 -0.25 -0.221
N 2.6611 -1.9397 -0.0195 -0.03 0.12 0.01 -0.012
N -0.4725 -2.8053 -0.1741 0.13 0.34 -0.10 -0.005
C -2.6763 1.3287 -0.7207 0.01 0.15 -0.09 0.001
C 0.1838 -1.6699 4.3251 0.12 0.05 0.01 -0.025
C -5.4429 1.2279 -0.6356 -0.05 -0.02 0.04 0.034
C 4.8769 1.4462 1.2167 -0.06 0.04 0.00 -0.005
C -1.4752 -4.6220 0.9835 -0.01 0.01 0.02 0.011
C -1.2167 1.3457 -0.7986 -0.01 -0.34 0.38 0.089
C -1.5148 -4.5349 -1.4208 0.03 0.06 -0.02 -0.002
C 5.5444 0.2576 0.9470 0.02 -0.02 0.00 0.013
C -3.3200 0.5871 0.2780 -0.01 -0.03 0.03 0.026
C 1.4497 3.2848 -2.5936 -0.03 0.00 0.01 -0.004
C -0.8724 3.7678 -1.1292 0.09 0.04 -0.02 0.022
C -0.8299 -3.3434 -1.3525 -0.07 -0.09 0.07 -0.014
C -1.8377 -5.1781 -0.2304 -0.04 -0.07 0.01 0.003
C -4.6990 0.5448 0.3233 0.04 0.05 -0.05 -0.012
C -0.3313 -2.6762 2.1664 -0.10 -0.20 -0.29 0.129
C -0.4491 2.4575 -1.3654 -0.12 0.09 -0.07 0.010
C -0.1163 4.8289 -1.6011 -0.02 -0.05 0.01 -0.012
C 0.6303 -0.8883 3.2974 -0.09 -0.16 -0.03 0.037
C 0.3316 -1.4711 2.0332 0.04 0.14 -0.05 -0.251
C 3.4737 -0.8013 0.4048 0.05 -0.07 0.01 -0.025
C -3.4306 2.0220 -1.6736 -0.04 -0.03 0.01 0.026
C 1.0382 4.5880 -2.3332 0.00 0.01 -0.01 0.022
C 3.4977 1.5203 1.0845 0.25 -0.16 -0.07 -0.003
C 4.8480 -0.8718 0.5396 -0.02 0.03 -0.01 -0.008
C 0.7130 2.2223 -2.1036 0.09 -0.04 0.00 0.033
C 2.8113 0.3836 0.6748 -0.16 0.42 0.12 -0.001
C -4.8131 1.9604 -1.6317 0.08 0.03 -0.01 -0.015
C -0.7883 -3.4191 0.9931 0.13 0.15 0.14 -0.015
H -6.5234 1.1923 -0.6003 -0.01 0.00 0.00 0.001
H -5.1987 -0.0066 1.1071 -0.02 0.00 0.00 0.000
H -2.7328 0.0781 1.0324 0.01 0.00 -0.01 0.001
H -1.7887 -4.9451 -2.3812 -0.01 -0.01 0.00 0.000
H 2.7400 -2.7065 0.6482 0.03 0.00 -0.02 0.006
H 1.0139 1.2055 -2.3437 -0.04 0.05 0.04 -0.001
H 0.2718 -1.4828 5.3836 0.02 0.02 0.02 0.000
H 1.7191 0.5774 0.6452 0.09 0.13 0.01 0.000
H 5.4339 2.3173 1.5317 0.01 0.01 0.01 0.000
H -0.4334 5.8427 -1.4014 0.01 0.02 -0.01 0.000
H 6.6187 0.2092 1.0566 0.01 -0.01 0.00 0.001
H 5.3657 -1.7995 0.3315 0.03 0.00 0.00 0.000
H 2.3303 3.1012 -3.1936 0.01 0.02 0.00 0.000
H -5.3971 2.4861 -2.3740 -0.01 0.00 0.00 0.000
H -1.7704 3.9512 -0.5552 0.00 0.00 0.02 0.000
H 2.9649 2.4373 1.2915 -0.01 0.01 0.00 0.000
H -2.9346 2.5825 -2.4544 -0.01 0.00 -0.01 0.001
H -1.7247 -5.1107 1.9152 0.00 0.00 0.01 0.002
H -2.3769 -6.1158 -0.2488 0.00 0.00 -0.02 0.000
H 2.9836 -2.2900 -0.9195 0.02 -0.05 0.05 0.002
H -0.5616 -2.7919 -2.2464 0.01 -0.01 0.03 0.006
H 1.6127 5.4207 -2.7157 0.02 0.00 -0.01 0.001
H 1.1439 0.0490 3.4504 -0.01 0.02 -0.01 0.000

No. 2
59
Properties=species:S:1:pos:R:3:forces:R:3:mulliken_charge:R:1 method="wB97M-V/def2-TZVPD" energy_ev=-60623.2625 charge=+2
Ta 0.1572 -1.5936 -0.8722 0.38 0.45 -0.05 1.559
S 2.1860 -2.0469 -1.9511 -0.09 -0.12 -0.01 -0.247
S 3.9655 0.1480 -1.2377 -0.19 -0.09 0.09 0.013
O -0.2547 0.2007 -0.3932 -0.26 0.05 0.23 -0.774
N -2.7438 -2.4449 -1.1656 -0.04 -0.14 0.05 -0.570
N 1.2076 -1.6602 0.9110 -0.10 -0.26 -0.25 -0.273
N 2.0267 -0.6524 0.4207 0.32 0.19 -0.04 -0.209
N -1.9489 -1.5819 -1.5867 -0.21 -0.10 -0.31 0.486
C -1.3135 2.5788 2.1241 -0.02 0.06 -0.14 -0.509
C -4.2038 1.1208 -2.7408 -0.01 0.03 -0.02 -0.691
C -1.6606 0.1189 -3.2428 0.01 0.09 -0.04 -0.140
C -2.8319 -4.6814 -0.3311 0.02 -0.03 0.13 -0.372
C -2.1233 1.2069 -3.9648 0.07 -0.03 -0.01 -0.875
C -1.0473 1.8757 3.3006 0.03 -0.07 0.08 -0.925
C -0.0648 -4.5907 0.1209 0.02 0.01 0.04 -0.653
C -0.4835 0.7798 0.8141 0.25 -0.09 -0.08 0.789
C -0.7050 -3.4399 -0.3241 -0.46 -0.27 0.31 0.301
C -3.3940 1.7048 -3.7112 -0.03 -0.01 0.04 -0.490
C 2.5744 2.7953 0.7693 0.11 -0.06 0.04 0.270
C -0.1785 0.0476 1.9875 0.00 0.07 -0.01 1.065
C 4.0642 4.8600 -0.3397 0.03 -0.01 -0.02 -0.605
C -0.0767 -2.3522 2.8204 -0.03 0.02 0.03 -1.661
C -1.0468 2.0375 0.8756 -0.04 0.04 0.13 -0.619
C 2.8130 5.1200 0.1955 -0.04 0.00 0.01 -0.594
C 3.8312 2.5287 0.2284 -0.08 0.03 -0.01 0.303
C -2.4844 -0.4570 -2.2875 0.06 -0.09 0.11 0.632
C -0.5114 0.6125 3.2359 -0.03 0.04 0.05 -1.099
C -2.1519 -5.8206 0.1074 0.00 0.05 -0.01 -0.551
C 4.4073 1.1435 0.2377 0.02 0.00 -0.02 -0.982
C 2.0713 4.0867 0.7535 0.01 -0.02 -0.01 -0.500
C 0.3288 -1.2856 1.8789 0.01 0.00 0.19 0.439
C -2.1010 -3.5303 -0.5386 0.23 0.10 -0.36 0.450
C 2.6596 -0.8420 -0.7167 0.15 0.15 -0.06 0.473
C -3.7555 0.0307 -2.0160 -0.01 0.02 -0.05 -0.346
C 4.5710 3.5688 -0.3225 -0.01 0.02 -0.03 -0.586
C -0.7846 -5.7760 0.3172 -0.01 0.01 -0.01 -0.699
H -1.7517 3.5666 2.1886 0.00 0.00 -0.02 0.510
H -1.2735 2.5652 -0.0406 0.00 0.01 0.00 0.601
H -1.2708 2.3263 4.2569 0.01 -0.02 0.01 0.456
H 2.0129 1.9900 1.2315 -0.01 0.03 -0.03 0.320
H 1.0005 -4.5828 0.3212 0.00 -0.02 -0.01 0.484
H -0.6777 -0.2985 -3.4601 0.00 0.00 -0.01 0.346
H -3.7581 2.5525 -4.2752 -0.01 0.00 0.00 0.445
H -0.2634 -6.6660 0.6439 0.00 0.00 0.00 0.448
H 5.4949 1.1750 0.1655 -0.01 -0.01 0.04 0.589
H 0.1347 -3.3379 2.4161 0.01 0.01 -0.01 0.271
H 4.6526 5.6633 -0.7617 0.00 0.00 0.00 0.397
H 1.1052 4.2974 1.1925 -0.03 0.00 0.01 0.419
H -3.8957 -4.6912 -0.5269 0.00 -0.01 -0.01 0.525
H -4.3742 -0.4351 -1.2617 0.01 -0.01 0.01 0.494
H 0.5521 -2.2374 3.7139 -0.01 0.02 0.00 0.483
H -1.1162 -2.2582 3.1254 0.01 -0.02 0.01 0.429
H -2.6943 -6.7417 0.2703 -0.01 0.00 0.00 0.435
H 5.5563 3.3750 -0.7303 0.00 -0.01 0.00 0.388
H 2.4215 6.1282 0.1898 0.00 0.00 0.01 0.408
H -5.1922 1.5165 -2.5515 0.00 0.01 -0.01 0.428
H 4.1437 0.5647 1.1201 -0.05 -0.01 0.00 0.387
H -0.3015 0.0626 4.1441 0.00 0.01 0.00 0.493
H -1.5028 1.6554 -4.7279 0.00 0.00 0.00 0.433

No. 3
77
Properties=species:S:1:pos:R:3:forces:R:3:mulliken_charge:R:1 method="wB97M-V/def2-TZVPD" smiles="CP(C)c1nnc(OB(O)O)nn1.O=C1C=C(O)C(=O)C=C1O.O=C1C=C(O)C(=O)C=C1O.O=C1C=C(O)C(=O)C=C1O.O=C1C=C(O)C(=O)C=C1O" relative_energy_ev=0.0000 charge=0
P 4.2378 -1.9579 1.0806 0.58 0.38 -0.72 0.007
O -0.5640 8.0842 -1.0798 0.04 0.01 -0.07 -0.583
O -2.3872 -2.9505 -1.7004 0.05 -0.01 0.02 -0.334
O -3.8763 -3.3864 -3.7528 -0.03 -0.12 -0.33 -0.601
O -0.5951 -6.4180 -3.8665 -0.10 0.10 -0.13 -0.631
O -1.2316 -3.5814 1.4349 0.78 -0.08 0.41 -0.605
O 2.3976 2.1756 -1.8427 -0.02 -0.09 -0.03 -0.589
O -3.2745 7.9044 2.7511 -0.05 -0.08 0.15 -0.624
O 2.6233 -6.2384 -0.4500 0.07 0.04 -0.03 -0.595
O 0.1498 5.6231 -0.5554 0.13 0.07 -0.16 -0.589
O -7.7322 -1.8518 -1.5342 -0.08 0.02 0.01 -0.569
O -2.4794 -1.7234 2.3306 0.00 -0.21 0.28 -0.570
O -6.2123 -1.3831 0.5322 -0.20 0.00 0.00 -0.645
O 3.4650 6.4025 1.4500 0.00 0.09 0.04 -0.606
O -2.5035 5.4734 3.3118 -0.05 -0.02 0.08 -0.573
O -0.5719 -3.8235 -4.1727 -0.13 0.04 0.04 -0.634
O -2.2434 -3.7327 3.5759 -0.22 -0.59 -0.70 -0.483
O 3.6734 6.6396 -1.1381 0.04 0.15 0.13 -0.665
O 2.5986 -3.6412 -0.7121 0.49 -0.62 -1.39 -0.504
O 2.1060 1.9636 0.7374 -0.03 -0.14 0.01 -0.639
N 0.9640 -4.0881 1.7771 0.57 -0.05 0.03 -0.551
N 2.2279 -3.7213 1.7098 -0.63 -0.17 0.67 -0.187
N 0.3282 -2.0326 0.8056 0.45 0.39 -0.05 -0.097
N 1.5927 -1.6735 0.7366 -0.63 0.25 0.27 -0.226
C -0.6302 6.1065 0.2452 -0.09 -0.24 0.32 1.069
C 1.0232 -6.4817 -2.1494 -0.13 -0.04 -0.14 -1.014
C -1.9582 8.1387 0.8058 -0.11 0.05 0.12 -0.974
C 2.5050 -2.5183 1.2085 0.13 0.24 1.01 0.787
C 1.8188 -5.7353 -1.3717 -0.01 -0.15 0.05 0.394
C 4.1719 -0.5338 2.2444 -0.47 -0.68 -0.22 -0.846
C -1.9963 6.0287 2.2258 0.11 -0.15 -0.05 0.398
C 0.1737 -5.8316 -3.1294 0.20 -0.27 0.25 1.085
C 2.4922 3.0563 0.3652 0.04 0.24 0.22 1.070
C -2.4753 7.4350 1.9642 0.10 0.25 -0.29 0.980
C -4.4871 -2.9274 -2.8070 -0.17 0.04 0.12 1.006
C -4.2058 -2.1463 -0.4540 -0.11 0.04 0.20 -0.755
C 2.6700 3.2476 -1.1183 0.03 0.11 -0.15 0.386
C -5.9074 -2.6407 -2.7805 0.10 -0.09 -0.17 -1.114
C 0.0682 -3.2167 1.3410 -0.36 -0.16 -0.36 0.526
C -1.0888 7.5201 -0.0049 -0.09 0.15 0.04 0.338
C 2.7881 4.1644 1.2510 -0.04 -0.16 0.07 -1.023
C -1.1293 5.4091 1.4124 0.12 -0.07 -0.11 -1.101
C 3.0652 4.4159 -1.6417 0.12 0.14 -0.04 -1.016
C 3.1833 5.3313 0.7259 -0.04 -0.09 0.14 0.338
C -5.6250 -1.8530 -0.4249 0.43 -0.04 0.02 0.973
C 3.3345 5.5327 -0.7605 -0.15 -0.26 -0.34 1.117
C -3.6696 -2.6525 -1.5722 0.06 0.08 0.20 0.032
C 1.8624 -4.2324 -1.4791 -0.48 -0.03 -0.58 0.799
C 0.2360 -4.3300 -3.2529 0.11 0.10 0.13 0.048
C 5.1775 -3.2016 2.0392 -0.25 0.38 0.21 -1.019
C 1.0315 -3.5832 -2.4755 0.13 0.14 0.16 -0.695
C -6.4474 -2.1392 -1.6603 0.00 -0.06 -0.17 0.246
B -1.9739 -3.0033 2.4641 -0.33 0.19 0.03 0.990
H 5.0994 -3.0183 3.1065 -0.16 -0.19 0.22 0.296
H 0.9815 -7.5589 -2.0770 0.02 0.00 0.03 0.455
H -6.4883 -2.8508 -3.6671 -0.03 0.02 0.01 0.431
H -2.2954 9.1508 0.6348 0.01 0.00 -0.03 0.434
H 3.7175 7.0987 0.8128 0.01 0.04 -0.07 0.364
H -2.2760 -3.2760 -2.6164 0.02 0.03 -0.11 0.316
H 3.6225 -0.8303 3.1319 0.07 0.16 0.34 0.373
H 5.1778 -0.2219 2.4881 0.20 0.14 0.05 0.424
H 2.6716 4.0121 2.3148 0.00 0.03 0.01 0.484
H -3.1009 6.1389 3.7048 -0.04 0.06 0.01 0.367
H -3.6139 -1.9459 0.4285 -0.04 0.08 -0.04 0.701
H 3.1856 4.5672 -2.7047 -0.01 -0.02 -0.01 0.434
H -3.1058 -3.4812 3.9090 -0.06 0.28 0.62 0.320
H 3.6286 0.2462 1.7318 -0.06 0.40 0.02 0.000
H -7.8421 -1.5036 -0.6282 0.02 0.03 0.08 0.375
H 6.2199 -3.0861 1.7680 0.20 -0.09 -0.15 0.373
H -1.0462 -4.5809 -4.5693 -0.04 -0.07 -0.06 0.368
H 2.1344 1.4744 -1.2147 -0.02 -0.03 0.06 0.297
H 3.0752 -5.4768 -0.0383 -0.01 -0.02 0.16 0.304
H -0.7816 4.4008 1.5891 -0.02 -0.01 0.02 0.515
H 0.0274 7.4190 -1.4810 0.04 -0.05 -0.02 0.352
H 4.8358 -4.1992 1.8005 0.02 -0.23 0.00 0.271
H -1.8022 -1.0607 2.4737 0.05 0.43 -0.30 0.274
H 1.0765 -2.5058 -2.5505 -0.03 0.01 -0.01 0.543